ORCA calculation (wB97M-V/def2-TZVPD) on 4 unconnected molecules or ions with the total composition C4H16O4 at a distorted geometry.

Calculated values
- net charge = +1
- Kohn-Sham gap (spin up / spin down) (eV) = 10.2 / 3.5
- energy above the lowest of the compared OMol25 structures with the same formula, charge and spin (eV) = 2.992
- strongest force on any atom (Eh/bohr) = 0.070
- multiplicity = 2
- HOMO level (spin up / spin down) (eV) = -13.67 / -13.67

Atoms and positions in Å:
C: 0.14230 1.34961 0.32774
C: -0.71624 0.32515 -0.28127
C: -0.35126 -0.05471 -1.84109
C: -1.18149 -1.22054 -2.36379
O: 0.99950 -0.49628 -1.92065
H: 0.74599 1.79482 -0.45072
H: 0.67620 0.63717 1.11350
H: -0.33753 2.18312 0.88375
H: -0.58054 -0.60662 0.23431
H: -1.75657 0.71329 -0.19413
H: -0.45526 0.88040 -2.34461
H: -2.23094 -0.99540 -2.08112
H: -1.25522 -1.27045 -3.47234
H: -0.98892 -2.29756 -2.16490
H: 1.37170 -0.96461 -1.14753
H: 1.97165 -3.97673 5.18555
H: 2.30174 -2.44996 5.23540
O: 1.77093 -3.17067 4.69683
H: 2.08000 -0.90613 -3.72117
H: 2.51105 -0.30923 -5.19057
O: 2.39955 -1.11359 -4.56891
H: -1.90031 4.45707 4.86390
H: -2.46475 3.28145 4.64642
O: -2.75159 4.21042 4.55539

Atomic forces in eV per Å
C 1.852 -0.690 2.015
C -2.336 -0.415 0.079
C 1.999 -0.869 0.737
C -2.842 -1.097 -0.693
O -0.846 1.760 0.113
H 0.940 0.243 0.401
H 0.088 2.364 -1.429
H -0.116 -0.771 -0.550
H -0.513 -0.693 0.051
H 0.297 -1.043 -0.874
H 0.151 0.308 -1.030
H 0.550 -0.300 0.259
H 0.900 0.814 0.316
H 0.421 0.950 0.775
H -0.601 -0.617 -0.077
H -0.051 -0.055 -0.043
H -1.654 -2.213 -1.668
O 1.703 2.292 1.685
H -0.422 1.152 1.234
H -0.459 -1.824 2.108
O 0.925 0.712 -3.420
H 1.290 2.106 0.555
H -1.464 -0.339 -0.427
O 0.184 -1.776 -0.117

Mulliken atomic charge list, values in e, 5 entries: -0.880, -0.602, 0.282, -1.189, -0.274

---

ORCA calculation (wB97M-V/def2-TZVPD) on a single CH2ClNO3S2 molecule at a distorted geometry.

Calculated values
- Kohn-Sham gap (spin up / spin down) (eV) = 7.4 / 8.5
- energy above the lowest of the compared OMol25 structures with the same formula, charge and spin (eV) = 1.718
- strongest force on any atom (Eh/bohr) = 0.058
- multiplicity = 1
- HOMO level (spin up / spin down) (eV) = -9.62 / -10.55

Atoms and positions in Å:
C: 0.06687 -0.13397 -0.19135
N: 2.57597 0.11502 -0.45204
O: 2.83120 2.51906 -0.02197
O: 1.72304 -1.15467 1.53985
O: 1.56940 -2.35052 -0.58961
S: 2.23665 1.33647 0.58059
S: 1.49785 -1.10035 0.11514
Cl: 4.29340 -0.37571 -0.42398
H: -0.42920 0.08690 0.73304
H: -0.59397 -0.11952 -1.18052

Atomic forces in eV per Å
C -0.768 -0.069 -1.551
N 1.106 -2.121 -1.402
O -0.204 0.222 0.060
O -0.352 0.296 -0.345
O 0.168 1.378 -0.324
S -0.332 1.961 0.697
S -0.750 -1.662 0.404
Cl -0.695 0.074 0.047
H -0.285 -0.011 0.278
H 2.110 -0.068 2.137

Mulliken atomic charge list, values in e, 5 entries: -0.605, -0.100, -0.432, -0.561, -0.554

---

ORCA calculation (wB97M-V/def2-TZVPD) on a single C8H12O3S molecule at a distorted geometry.

Calculated values
- Kohn-Sham gap (spin up / spin down) (eV) = 7.7 / 8.1
- energy above the lowest of the compared OMol25 structures with the same formula, charge and spin (eV) = 3.423
- strongest force on any atom (Eh/bohr) = 0.106
- multiplicity = 1
- HOMO level (spin up / spin down) (eV) = -7.80 / -7.94

Atoms and positions in Å:
C: -2.45421 -0.07937 0.25286
C: -2.06144 0.36467 -1.18777
C: -0.96839 1.40892 -0.97093
C: 0.67611 1.50734 1.04016
C: 1.71132 0.43931 1.48454
C: 1.02416 -1.04734 -0.59342
C: -0.41370 0.85532 0.32487
C: 0.52125 -2.30560 -0.06202
O: -3.38350 -0.76201 0.61075
O: 2.90357 0.78061 -0.78975
O: -1.33764 0.11379 0.99226
S: 2.55833 -0.39845 0.06344
H: -1.60480 -0.52236 -1.61830
H: -2.98427 0.56349 -1.81562
H: -0.43440 1.25359 -1.89109
H: -1.44358 2.33443 -0.84683
H: 0.17101 1.83610 1.90194
H: 1.27880 2.15765 0.53368
H: 2.58869 0.72478 2.10528
H: 1.38389 -0.45160 2.12388
H: 1.07440 -0.94651 -1.76496
H: -0.49664 -2.18364 0.07997
H: 0.84230 -2.45645 0.86556
H: 0.84875 -3.18665 -0.83851

Atomic forces in eV per Å
C -0.849 -2.006 -2.209
C -2.501 -0.160 0.573
C -1.371 -2.798 -0.132
C 0.014 -4.138 1.619
C 1.317 -2.552 1.880
C 0.368 2.873 -2.182
C 2.178 -1.376 -3.658
C 0.991 -1.531 -5.128
O 1.050 1.361 0.050
O 0.430 -0.382 -0.246
O 0.301 0.826 1.601
S -1.851 1.499 -0.064
H 0.101 -0.300 0.027
H 1.210 0.222 0.829
H 1.305 1.004 0.234
H -0.239 1.795 0.057
H -0.004 1.227 1.581
H 0.658 2.262 -1.683
H -0.604 0.874 -0.404
H -0.513 1.203 -0.884
H -0.174 -0.041 2.329
H -2.498 -0.466 -0.297
H 1.873 -1.129 3.884
H -1.193 1.733 2.222

Mulliken atomic charge list, values in e, 5 entries: 0.325, -0.331, -0.643, -1.052, -0.689

---

ORCA calculation (wB97M-V/def2-TZVPD) on 2 unconnected molecules or ions with the total composition C5H13N2 at a distorted geometry.

Calculated values
- net charge = +1
- Kohn-Sham gap (eV) = 7.7
- energy above the lowest of the compared OMol25 structures with the same formula, charge and spin (eV) = 4.481
- strongest force on any atom (Eh/bohr) = 0.061
- multiplicity = 1
- HOMO level (eV) = -13.56

Atoms and positions in Å:
C: 0.43611 -0.12355 0.88837
C: 0.69931 -0.74565 -0.38998
C: -0.77675 -0.02562 -0.18911
C: -1.95410 -0.65945 0.08996
N: -3.15745 -0.30605 -0.60669
C: -0.81253 1.30530 -0.98645
N: 3.40739 -0.04235 0.64921
H: 0.21755 -0.78148 1.71837
H: 0.90804 0.82099 1.10210
H: 0.41106 -1.79043 -0.44532
H: 1.53943 -0.55183 -1.04191
H: -2.19148 -1.19849 1.00726
H: -3.69928 0.24150 0.04967
H: -3.63417 -1.20825 -0.68308
H: 0.19694 1.61010 -1.23625
H: -1.21422 2.11176 -0.36870
H: -1.49676 1.11671 -1.80884
H: 3.38611 0.96929 0.75098
H: 3.60738 -0.48081 1.51959
H: 4.12745 -0.26168 -0.01917

Atomic forces in eV per Å
C -0.191 -1.035 -1.090
C -0.732 -2.119 2.161
C 1.160 2.452 -0.427
C -1.293 1.176 0.102
N 1.571 -0.916 0.131
C -0.527 -0.859 0.591
N -0.511 0.562 -0.889
H -0.119 0.131 0.077
H -0.182 0.141 -0.023
H 0.525 -0.125 0.201
H -0.703 1.280 -0.556
H 1.024 -1.041 -0.286
H -0.523 0.416 0.012
H -0.499 0.284 0.014
H -0.044 -0.141 -0.522
H -0.210 -0.186 0.050
H 0.353 0.500 -0.435
H 0.230 -0.258 0.202
H 0.362 -0.170 0.658
H 0.311 -0.092 0.029

Mulliken atomic charge list, values in e, 5 entries: -0.512, -0.286, 0.712, -0.092, -0.561

---

ORCA calculation (wB97M-V/def2-TZVPD) on a molecular structure, C31H52AlBeCl3F10KN3O16PS5 at a distorted geometry.

Calculated values
- net charge = +3
- Kohn-Sham gap (eV) = 2.0
- strongest force on any atom (Eh/bohr) = 0.092
- multiplicity = 1
- HOMO level (eV) = -12.73

Atoms and positions in Å:
C: -0.27531 -6.42453 -1.31297
C: 0.76086 -6.05596 -2.47094
C: 2.26405 -5.77523 -1.94832
C: 2.69867 -4.33454 -2.47209
N: 2.72424 -3.23774 -1.47399
C: 1.73310 -3.34967 -0.39442
C: 1.30995 -1.85686 0.08365
C: -0.28758 -1.89277 0.32079
C: -0.99520 -1.82011 -1.10398
C: -1.90708 -0.54830 -1.41351
C: -1.50786 -0.09425 -2.92504
O: -2.06009 -0.97400 -3.95512
C: -1.11334 -1.36295 -4.90306
F: -1.86107 -1.98890 -5.98383
F: -0.21796 -2.39995 -4.40996
F: -0.41701 -0.31190 -5.52007
C: -1.65654 0.73458 -0.51537
O: -2.47577 1.86136 -0.86980
C: -3.87858 1.56503 -0.75170
C: -4.35016 0.18202 -1.41862
P: -5.10627 0.40399 -3.16141
C: -5.23599 -1.30442 -4.03577
O: -4.07157 1.31394 -4.18095
N: -3.36041 -0.94550 -1.28270
S: -3.72722 -1.72285 0.29701
C: 4.04300 -2.85021 -1.02927
S: 4.72449 -3.10363 0.46114
S: 5.09384 -1.99436 -2.31724
C: 6.16281 -0.73694 -1.48221
C: 7.43259 -0.48458 -2.46289
C: 7.16129 0.63826 -3.56998
H: -0.76009 -5.46370 -0.93299
H: 0.17383 -6.99127 -0.44532
H: -1.14170 -7.04996 -1.72876
H: 0.31550 -5.15637 -3.02518
H: 0.79953 -6.89081 -3.25417
H: 2.39666 -5.95801 -0.84263
H: 2.91229 -6.55534 -2.47874
H: 3.76454 -4.43572 -2.88360
H: 2.08389 -3.96041 -3.36668
H: 2.07148 -3.90479 0.53596
H: 0.76262 -3.86180 -0.72276
H: 1.53438 -1.17290 -0.80602
H: 1.89018 -1.50613 0.98715
H: -0.64509 -1.17179 1.11087
H: -0.48425 -2.94014 0.74716
H: -1.59348 -2.79409 -1.23678
H: -0.15958 -1.91428 -1.88211
H: -1.77002 1.00274 -3.12576
H: -0.36669 -0.12822 -3.02604
H: -1.84661 0.53069 0.59514
H: -0.56984 1.02951 -0.61529
H: -4.46772 2.46094 -1.10851
H: -4.10336 1.46890 0.37300
H: -5.25845 -0.12866 -0.79167
H: -4.45596 -1.36884 -4.86332
H: -5.12147 -2.17986 -3.32099
H: -6.27010 -1.34799 -4.48918
H: -4.21920 0.98180 -5.09777
H: -3.50203 -1.72537 -1.95834
H: -2.79288 -1.30589 1.22517
H: 5.59685 0.25026 -1.46533
H: 6.47094 -1.04750 -0.43949
H: 7.60575 -1.45319 -3.04968
H: 8.38727 -0.30161 -1.86828
H: 7.69696 0.30764 -4.52398
H: 7.61381 1.63327 -3.23831
H: 6.01757 0.73141 -3.87097
Cl: -7.41434 1.00680 -2.05034
Be: -1.41074 1.81588 -5.21282
C: -11.06279 3.46819 2.59206
C: -9.88224 3.77125 3.49255
O: -9.11667 2.58167 3.77340
C: -8.34241 2.14514 2.78136
O: -8.21881 2.65864 1.68850
O: -7.73482 1.02005 3.19346
C: -6.95368 0.38192 2.18556
H: -11.67963 2.67480 3.02028
H: -11.67845 4.35852 2.45192
H: -10.73867 3.12204 1.60871
H: -10.24606 4.13901 4.45317
H: -9.23881 4.54835 3.07103
H: -6.22418 1.07106 1.75354
H: -7.60586 -0.02369 1.40885
H: -6.41641 -0.44338 2.65383
C: -4.26358 3.48118 4.37107
C: -5.69294 3.80425 4.69407
O: -5.58778 4.50664 5.93844
C: -4.32080 5.02876 5.99593
O: -3.95608 5.80617 6.82277
O: -3.54376 4.54238 4.99766
H: -4.07251 3.46294 3.29800
H: -3.93958 2.53022 4.80584
H: -6.15114 4.46475 3.95419
H: -6.31033 2.91062 4.80148
Cl: 4.94966 -0.23130 -4.86895
Cl: -7.56571 2.65589 -0.34371
C: 8.03347 5.16318 -2.33941
F: 7.69094 4.48526 -3.45012
F: 8.92753 6.09195 -2.71025
F: 6.93826 5.83718 -1.94092
S: 8.68273 4.07399 -1.02624
O: 9.85578 3.45887 -1.61173
O: 7.59023 3.15586 -0.74392
N: 8.94760 5.20030 0.05590
S: 9.53050 4.63700 1.42772
O: 10.88482 4.12962 1.38243
O: 8.61182 3.86066 2.23623
C: 9.66360 6.24130 2.28900
F: 8.47043 6.85741 2.39447
F: 10.47094 7.09659 1.63849
F: 10.14762 6.11870 3.53101
C: 5.54554 -3.28600 5.17039
C: 4.55380 -4.36322 5.47916
O: 3.32600 -3.79806 5.05376
C: 3.64583 -2.94723 4.04315
O: 2.85322 -2.49719 3.26776
O: 4.97656 -2.67500 4.01519
F: 4.48484 -4.59641 6.80858
H: 5.62610 -2.54570 5.97036
H: 6.53872 -3.68164 4.95769
H: 4.72894 -5.30295 4.94812
K: -1.58199 -4.10858 -4.94637
Al: -4.89424 3.32374 7.85456

Atomic forces in eV per Å
C -0.716 0.112 -0.597
C -0.316 -0.858 0.446
C -0.675 -0.107 -1.678
C 1.536 -0.160 -1.083
N 1.131 -0.450 0.940
C -1.062 1.169 1.350
C -0.558 -0.289 -0.517
C 1.051 -1.170 0.179
C 0.159 -0.772 0.261
C 1.998 0.265 -1.238
C 0.929 1.273 1.203
O 2.373 -0.849 -1.351
C -1.131 0.870 -1.756
F 1.746 1.746 2.482
F -0.879 3.753 -0.816
F -0.962 -3.637 1.997
C 0.099 -0.024 0.805
O -0.293 -1.345 -0.760
C 0.159 -0.440 1.438
C -0.815 0.943 -0.859
P -0.029 0.142 -1.987
C 0.753 -0.177 0.100
O -0.310 -1.651 0.572
N 0.913 0.449 0.900
S -0.256 -1.067 1.245
C 0.361 0.277 0.675
S -1.070 0.375 -1.493
S -0.455 -0.498 0.762
C 0.960 1.157 -0.185
C -0.891 -1.160 -0.731
C 3.548 -1.208 0.714
H 0.700 -1.203 -0.162
H -0.401 0.693 -1.067
H 1.255 0.764 0.591
H 0.830 -0.841 0.705
H -0.086 1.053 1.208
H -0.279 0.539 -1.194
H -0.744 1.218 0.829
H -1.477 0.249 0.538
H 0.567 -0.896 1.214
H -0.122 0.466 -1.156
H 1.646 0.557 -0.126
H -0.221 -0.690 1.307
H -0.705 -0.553 -0.969
H 0.436 -0.523 -1.076
H 0.048 1.550 -0.399
H 0.451 1.469 0.089
H -1.238 0.406 1.086
H -0.206 -1.660 0.068
H -1.597 0.026 0.596
H 0.338 -0.042 -1.433
H -1.247 -0.215 0.031
H 0.629 -1.254 0.032
H 0.197 0.044 -1.396
H 1.076 0.413 -1.290
H -0.979 -0.043 1.048
H -0.198 0.816 -0.855
H 1.179 0.059 0.591
H 0.225 0.486 0.648
H -0.327 0.743 0.307
H -0.170 0.074 -1.206
H 0.410 -1.314 0.339
H -0.446 0.238 -1.351
H -0.129 1.218 0.962
H -1.359 0.202 -0.751
H -0.969 0.645 1.224
H -1.456 -0.651 -0.414
H -0.302 0.007 0.125
Cl -0.851 2.658 2.144
Be -0.139 1.183 -0.450
C 0.035 -0.305 -0.219
C -0.741 0.695 -0.192
O 0.751 -0.295 -0.356
C -0.772 0.076 0.569
O -0.426 0.404 3.197
O 0.139 0.403 -0.133
C 0.202 -0.390 -0.201
H -0.006 0.166 0.102
H 0.075 -0.054 0.087
H 0.024 0.148 0.044
H 0.227 -0.291 0.058
H 0.072 -0.226 -0.066
H -0.174 0.059 -0.080
H 0.105 0.171 -0.037
H -0.210 0.105 0.195
C 0.257 -0.443 -0.480
C -0.846 -0.559 -0.908
O 0.210 -0.203 0.481
C 1.497 1.570 -1.016
O -0.510 -0.941 0.144
O -0.653 0.191 0.659
H 0.115 0.167 0.148
H 0.023 0.046 -0.029
H 0.036 0.059 0.186
H -0.063 0.163 0.192
Cl 0.001 0.356 -0.036
Cl 0.317 -2.611 -3.940
C -0.542 1.976 -1.127
F 0.232 -0.411 0.633
F -0.010 -0.661 0.369
F 0.247 -0.573 0.215
S 0.172 -1.040 -1.558
O -0.667 0.541 0.642
O 0.343 0.498 0.107
N -0.157 -1.164 -0.260
S 1.290 -0.835 2.676
O -1.023 0.480 -0.647
O 0.079 0.582 -1.048
C 0.102 2.288 0.688
F 0.102 -0.618 -0.202
F -0.159 -0.691 -0.107
F -0.175 -0.671 -0.584
C 0.997 0.172 0.112
C -0.046 -0.259 0.866
O 0.309 0.168 -0.741
C -0.302 0.503 -0.417
O 0.210 -0.132 0.267
O -0.827 -0.231 -0.111
F -0.079 -0.128 -0.102
H -0.156 -0.172 0.055
H -0.120 0.125 -0.191
H -0.075 -0.023 0.157
K -0.886 -2.762 -0.224
Al -0.182 0.016 0.761

Mulliken atomic charge list, values in e, 5 entries: -0.939, 0.283, -0.635, -0.605, 0.439

---

E / eV: -12585.2513 -42889.3602 -25463.5902 -8366.3294 -221706.8284